Entry from the Open Molecules 2025 dataset: a cluster of 2 separate species, C5H17N2O in total in a non-equilibrium geometry (ωB97M-V with the def2-TZVPD basis set).

Each line ends with the Löwdin spin population.
Geometry (Å):
N: -2.12 0.30 0.53  0.01
C: -1.92 -1.17 0.45  0.02
C: -0.42 -1.55 0.52  0.06
N: 0.43 -0.40 0.55  0.63
C: 1.05 -0.21 -0.85  0.06
C: 2.17 0.93 -0.96  0.00
C: 1.51 -0.45 1.65  0.06
H: -1.65 0.77 -0.29  0.00
H: -3.09 0.62 0.55  0.00
H: -1.55 0.63 1.36  0.00
H: -2.53 -1.54 1.29  0.00
H: -2.54 -1.54 -0.45  0.00
H: 0.02 -2.28 -0.34  0.03
H: -0.27 -2.29 1.29  0.00
H: 0.34 -0.02 -1.68  0.02
H: 1.44 -1.11 -1.30  0.04
H: 2.77 0.75 -1.79  0.00
H: 1.52 1.85 -1.22  0.00
H: 2.84 1.11 -0.16  0.00
H: 0.97 -0.92 2.52  0.00
H: 1.64 0.62 2.03  0.02
H: 2.48 -0.85 1.28  0.03
H: -0.46 2.30 -2.20  0.00
H: -1.57 2.55 -1.09  0.00
O: -1.07 1.89 -1.68  0.00

Values from the calculation:
Relative energy (zero: lowest compared OMol25 entry of this formula, charge and spin) in kcal/mol: 73.2
Maximum force in eV/A: 5.8
<S²>: 0.754
Spin multiplicity: 2
Charge: +2
HOMO energy (alpha / beta) in Eh: -0.723 / -0.722